No. 1
DFT (wB97M-V/def2-TZVPD) results for a 2-piece molecular cluster, C3H6N2O overall.

Last column: natural (NBO) charge in e.
Positions of all 12 atoms, in Å:
1 C -0.313 0.012 0.100  0.455
2 C -0.341 -1.436 0.266  -0.760
3 C 1.571 1.469 -0.428  -0.434
4 N -2.622 0.406 0.062  0.078
5 N 0.218 1.093 -0.083  -0.422
6 O -3.116 -0.573 0.560  -0.316
7 H 0.621 -1.855 0.306  0.235
8 H -0.986 -1.686 1.151  0.274
9 H -0.943 -2.045 -0.530  0.270
10 H 2.048 2.164 0.299  0.218
11 H 2.182 0.526 -0.293  0.178
12 H 1.681 1.924 -1.410  0.224

Its energy above the lowest of the compared OMol25 structures with the same formula, charge and spin is 144.5 kcal/mol. The multiplicity is 1. For the calculated total energy, the calculation gives -8230.4317 eV. The value obtained for the molar mass is 86.09 g mol⁻¹. As for the strongest force on any atom: 3.47 eV/A. For the highest occupied orbital energy (spin up / spin down), the calculation gives -6.577 / -6.564 eV. The value obtained for the orbital gap (spin up / spin down) is 7.16 / 7.03 eV. The charge is 0.


No. 2
DFT (wB97M-V/def2-TZVPD) results for the molecule C11H14N2O.

Last column: natural (NBO) charge in e.
Positions of all 28 atoms, in Å:
1 C 0.130 3.124 0.049  -0.185
2 C 1.301 2.392 0.049  -0.236
3 C -1.143 2.559 -0.113  -0.285
4 C 1.342 1.010 -0.018  0.008
5 C 0.136 0.450 0.183  -0.069
6 C -1.083 1.167 0.085  0.171
7 C 2.630 0.201 -0.125  -0.417
8 C 2.277 -1.295 0.054  -0.402
9 C 0.949 -1.834 -0.471  -0.387
10 C -0.151 -1.040 0.326  -0.242
11 C -1.524 -1.149 -0.268  0.098
12 N -2.077 0.211 0.057  -0.172
13 N -2.282 -2.243 0.215  -0.832
14 O -3.343 0.637 -0.472  -0.553
15 H 0.224 4.122 0.219  0.202
16 H 2.280 2.931 0.164  0.202
17 H -2.086 3.067 -0.120  0.230
18 H 3.064 0.339 -1.063  0.217
19 H 3.270 0.399 0.685  0.220
20 H 3.161 -1.911 -0.168  0.213
21 H 2.182 -1.597 1.063  0.195
22 H 0.657 -1.855 -1.582  0.204
23 H 0.842 -2.908 -0.232  0.214
24 H 0.096 -1.292 1.400  0.221
25 H -1.483 -1.312 -1.340  0.183
26 H -3.281 -2.212 -0.083  0.371
27 H -2.215 -2.358 1.271  0.365
28 H -3.873 0.398 0.234  0.467

Its energy above the lowest of the compared OMol25 structures with the same formula, charge and spin is 81.4 kcal/mol. The multiplicity is 1. For the calculated total energy, the calculation gives -16659.3831 eV. The value obtained for the molar mass is 190.25 g mol⁻¹. Its SMILES is N[C@@H]1[C@H]2CCCc3cccc(c32)N1O. As for the strongest force on any atom: 3.72 eV/A. For the highest occupied orbital energy, the calculation gives -7.486 eV. The value obtained for the orbital gap is 8.32 eV. The charge is 0.


No. 3
DFT (wB97M-V/def2-TZVPD) results for the molecule C6H11N.

Last column: natural (NBO) charge in e.
Positions of all 18 atoms, in Å:
1 C 1.997 -1.887 -1.636  -0.446
2 C 1.271 -1.296 -0.698  0.000
3 N 1.464 -0.036 -0.142  -0.675
4 C 0.558 1.079 -0.339  -0.231
5 C -2.786 0.687 1.605  -0.652
6 C -1.360 0.662 1.147  -0.153
7 C -0.909 0.730 -0.098  -0.225
8 H 3.021 -1.642 -1.897  0.196
9 H 1.697 -2.878 -1.960  0.195
10 H 0.457 -1.853 -0.233  0.183
11 H 2.357 0.248 0.218  0.384
12 H 0.755 1.937 0.300  0.201
13 H 0.694 1.447 -1.343  0.173
14 H -3.406 0.180 0.867  0.218
15 H -2.931 0.412 2.647  0.217
16 H -3.144 1.721 1.608  0.222
17 H -0.616 0.694 1.942  0.190
18 H -1.365 0.324 -0.997  0.203

Its energy above the lowest of the compared OMol25 structures with the same formula, charge and spin is 57.2 kcal/mol. The multiplicity is 1. For the calculated total energy, the calculation gives -7888.0521 eV. The value obtained for the molar mass is 97.16 g mol⁻¹. Its SMILES is C=CNC/C=C/C. As for the strongest force on any atom: 1.74 eV/A. For the highest occupied orbital energy, the calculation gives -8.207 eV. The value obtained for the orbital gap is 9.40 eV. The charge is 0.


No. 4
DFT (wB97M-V/def2-TZVPD) results for C7H14N3 as an isolated structure.

Last column: natural (NBO) charge in e.
Positions of all 24 atoms, in Å:
1 C -2.610 -0.908 0.621  0.088
2 C -1.783 0.056 -0.099  -0.086
3 C -0.887 -2.169 0.107  0.196
4 C 0.288 -2.873 1.073  -0.692
5 C 1.724 1.637 0.637  -0.417
6 C 0.370 2.699 -1.073  -0.454
7 C 0.454 0.039 -0.960  -0.128
8 N -2.204 -2.168 0.685  -0.374
9 N -0.619 -0.369 -0.283  -0.263
10 N 1.041 1.471 -0.686  -0.385
11 H -3.665 -0.673 0.809  0.222
12 H -2.232 1.008 -0.314  0.222
13 H -0.889 -2.517 -0.907  0.223
14 H 1.316 -2.943 0.890  0.243
15 H 0.284 -2.908 2.186  0.258
16 H 0.127 -4.028 0.806  0.259
17 H 1.985 0.557 0.993  0.240
18 H 2.580 2.264 0.382  0.229
19 H 1.146 2.140 1.375  0.234
20 H -0.006 2.615 -2.098  0.248
21 H -0.443 3.078 -0.332  0.244
22 H 1.081 3.456 -1.372  0.243
23 H 1.213 -0.705 -1.003  0.198
24 H 1.728 1.243 -1.435  0.452

Its energy above the lowest of the compared OMol25 structures with the same formula, charge and spin is 153.4 kcal/mol. The multiplicity is 1. For the calculated total energy, the calculation gives -11944.2687 eV. The value obtained for the molar mass is 140.21 g mol⁻¹. As for the strongest force on any atom: 4.40 eV/A. For the highest occupied orbital energy (spin up / spin down), the calculation gives -11.466 / -11.463 eV. The value obtained for the orbital gap (spin up / spin down) is 7.56 / 7.56 eV. The charge is +1.


No. 5
DFT (wB97M-V/def2-TZVPD) results for C26H58BFIN4O20P2S2 as an isolated structure.

Last column: Mulliken charge in e.
Positions of all 115 atoms, in Å:
1 C -2.190 -0.029 -1.009  -0.830
2 C -0.785 0.482 -1.277  -0.049
3 C 0.538 -0.537 -1.136  -0.631
4 C 1.674 0.050 -0.049  1.074
5 O 0.585 0.752 0.698  -0.038
6 N 0.753 1.013 1.942  0.126
7 O -0.257 1.008 2.635  -0.451
8 C 2.254 -1.382 0.623  -1.939
9 I 2.547 -3.114 -0.769  0.238
10 C 1.394 -2.142 1.777  0.310
11 S 0.297 -3.576 1.311  1.033
12 O -0.920 -3.542 2.327  -0.664
13 O 0.925 -4.996 1.613  -0.581
14 C 3.796 -0.942 1.122  2.297
15 C 3.989 -0.292 2.607  -0.670
16 C 4.178 -1.280 3.895  0.127
17 C 4.435 -0.224 5.178  -0.798
18 S 2.860 0.572 5.804  1.146
19 O 3.047 0.956 7.320  -0.617
20 O 1.597 -0.305 5.635  -0.551
21 O 2.605 2.075 4.966  -0.439
22 C 5.080 -1.888 0.832  -1.394
23 C 5.310 -3.311 1.521  0.139
24 C 6.088 -4.309 0.423  -1.022
25 F 4.197 -4.091 2.042  -0.347
26 C 4.058 0.234 -0.061  -0.987
27 O 5.231 1.055 0.258  -0.326
28 B 6.311 1.045 -0.710  0.279
29 O 7.001 -0.120 -1.317  -0.518
30 O 6.894 2.382 -1.090  -0.565
31 N 2.803 0.953 -0.628  1.578
32 P 2.905 2.638 0.062  -0.151
33 N 1.510 3.491 -0.179  -0.355
34 O 3.199 2.693 1.779  -0.357
35 O 4.115 3.677 -0.589  -0.388
36 P 2.808 1.236 -2.412  0.980
37 N 3.034 -0.126 -3.318  -0.744
38 O 1.371 1.967 -3.051  -0.499
39 O 4.137 2.185 -3.029  -0.460
40 H -2.653 0.337 0.027  0.161
41 H -2.782 -0.731 -1.734  0.297
42 H -0.714 1.620 -1.534  0.274
43 H 0.034 -1.453 -0.558  -0.269
44 H 0.936 -0.942 -2.124  0.584
45 H 0.768 -1.473 2.502  0.153
46 H 2.203 -2.644 2.500  0.191
47 H -0.331 -3.505 0.058  0.176
48 H 3.061 0.388 2.929  -0.233
49 H 4.917 0.454 2.710  0.401
50 H 5.180 -1.917 3.893  0.096
51 H 3.234 -1.879 4.231  0.284
52 H 5.290 0.517 4.882  0.391
53 H 4.879 -0.922 6.034  0.434
54 H 1.623 2.059 4.720  0.339
55 H 6.010 -1.228 1.210  0.322
56 H 5.349 -2.037 -0.325  0.318
57 H 6.103 -3.217 2.410  0.277
58 H 5.260 -4.995 -0.078  0.247
59 H 6.766 -5.047 1.054  0.356
60 H 6.739 -3.715 -0.347  0.300
61 H 4.425 -0.251 -1.089  0.373
62 H 6.723 -0.070 -2.299  0.360
63 H 6.301 2.848 -1.747  0.318
64 H 0.837 2.898 -0.703  0.133
65 H 4.192 2.837 1.937  0.396
66 H 3.694 4.199 -1.340  0.411
67 H 3.094 -0.912 -2.654  0.101
68 H 0.896 1.245 -3.597  0.455
69 H 3.844 2.627 -3.900  0.385
70 C -3.654 8.316 -0.008  -0.807
71 O -4.009 7.002 0.391  -0.279
72 C -4.414 6.168 -0.691  -0.565
73 C -3.857 4.746 -0.532  -0.240
74 O -2.438 4.632 -0.695  -0.459
75 C -1.620 5.235 0.318  -0.363
76 C -1.706 4.573 1.698  -0.077
77 O -2.964 4.834 2.316  -0.318
78 C -3.527 3.700 2.945  -0.685
79 H -4.553 8.922 -0.118  0.312
80 H -3.024 8.749 0.774  0.234
81 H -3.082 8.314 -0.941  0.370
82 H -4.084 6.577 -1.657  0.328
83 H -5.508 6.131 -0.685  0.402
84 H -4.292 4.131 -1.328  0.421
85 H -4.178 4.290 0.403  0.054
86 H -1.800 6.310 0.371  0.082
87 H -0.589 5.122 -0.038  0.418
88 H -0.935 4.995 2.347  0.460
89 H -1.525 3.499 1.595  -0.075
90 H -3.441 2.804 2.322  0.254
91 H -4.588 3.889 3.118  0.251
92 H -3.040 3.528 3.915  0.294
93 C -6.143 -4.044 -5.848  -0.817
94 O -6.329 -3.847 -4.455  -0.255
95 C -7.485 -4.498 -3.937  -0.533
96 C -7.200 -5.126 -2.566  -0.234
97 O -6.315 -6.252 -2.590  -0.465
98 C -4.946 -5.992 -2.931  -0.355
99 C -4.168 -5.162 -1.902  -0.503
100 O -4.605 -3.805 -1.900  -0.264
101 C -4.754 -3.265 -0.603  -0.738
102 H -6.766 -3.344 -6.404  0.311
103 H -5.093 -3.849 -6.080  0.227
104 H -6.371 -5.072 -6.145  0.377
105 H -7.846 -5.280 -4.622  0.346
106 H -8.269 -3.740 -3.833  0.385
107 H -8.149 -5.509 -2.175  0.428
108 H -6.862 -4.382 -1.845  0.015
109 H -4.871 -5.569 -3.935  0.107
110 H -4.469 -6.978 -2.987  0.410
111 H -3.109 -5.159 -2.171  0.337
112 H -4.276 -5.620 -0.914  0.389
113 H -5.257 -3.964 0.074  0.442
114 H -5.365 -2.363 -0.670  0.227
115 H -3.771 -2.992 -0.195  0.168

The multiplicity is 1. For the calculated total energy, the calculation gives -126526.2363 eV. The value obtained for the molar mass is 1029.55 g mol⁻¹. As for the strongest force on any atom: 10.54 eV/A. For the highest occupied orbital energy, the calculation gives -10.508 eV. The value obtained for the orbital gap is 5.30 eV. The charge is +1.


No. 6
DFT (wB97M-V/def2-TZVPD) results for a 4-piece molecular cluster, C25H58BF3IN3O10P overall.

Last column: Mulliken charge in e.
Positions of all 102 atoms, in Å:
1 C -2.462 1.860 -7.938  -0.607
2 C -1.034 2.123 -7.496  -0.384
3 P -0.060 0.691 -6.615  0.596
4 O -0.006 -0.027 -8.230  -0.481
5 O 0.478 -0.905 -6.049  -0.102
6 C -0.133 -1.044 -4.691  -0.738
7 B 0.312 -2.452 -3.967  0.201
8 O 0.343 -2.548 -2.470  -0.262
9 C 0.753 -3.702 -4.966  -0.370
10 C 2.360 -3.759 -5.298  -0.779
11 C 0.002 0.380 -3.893  0.077
12 I -1.946 0.471 -2.832  -0.039
13 C 1.243 0.635 -2.851  0.901
14 F 2.528 0.009 -3.238  -0.265
15 F 1.494 2.125 -2.869  -0.296
16 F 0.888 0.336 -1.413  -0.153
17 O -0.149 1.395 -4.987  -0.292
18 H -2.714 1.506 -9.042  0.186
19 H -3.382 2.044 -7.233  0.209
20 H -0.539 3.179 -7.707  0.266
21 H 1.261 1.194 -6.911  -0.287
22 H -1.379 0.051 -6.568  -0.261
23 H 0.956 -0.173 -8.496  0.253
24 H -1.319 -1.177 -4.748  0.219
25 H 1.132 -3.086 -2.165  0.226
26 H 0.384 -4.751 -4.594  0.312
27 H 0.193 -3.500 -6.001  0.141
28 H 2.459 -3.846 -6.483  0.245
29 H 2.947 -2.802 -4.960  0.192
30 H 2.823 -4.765 -4.851  0.269
31 C -3.160 2.616 4.361  -0.557
32 O -3.894 3.696 3.800  -0.352
33 C -3.088 4.849 3.531  -0.782
34 C -2.924 5.057 2.016  -0.264
35 N -2.072 4.021 1.422  -0.119
36 C -2.096 4.011 -0.043  -0.516
37 C -3.444 3.700 -0.727  -0.644
38 O -3.900 2.360 -0.530  -0.298
39 C -4.609 2.152 0.684  -0.236
40 H -3.873 1.858 4.696  0.287
41 H -2.507 2.161 3.613  0.244
42 H -2.570 2.943 5.225  0.476
43 H -2.116 4.800 4.038  0.330
44 H -3.627 5.709 3.941  0.442
45 H -2.476 6.041 1.835  0.417
46 H -3.923 5.048 1.575  0.194
47 H -2.376 3.111 1.753  -0.291
48 H -1.375 3.249 -0.361  0.208
49 H -1.719 4.973 -0.414  0.482
50 H -3.286 3.799 -1.808  0.374
51 H -4.226 4.422 -0.475  0.366
52 H -5.171 3.036 0.999  0.295
53 H -3.919 1.836 1.468  -0.135
54 H -5.317 1.333 0.529  0.264
55 C -1.333 -3.901 4.712  -0.827
56 O -0.336 -3.571 3.753  -0.169
57 C -0.601 -4.110 2.453  -1.127
58 C -0.967 -2.990 1.464  0.672
59 N -2.284 -2.419 1.763  -0.371
60 C -2.568 -1.183 1.030  -0.840
61 C -1.660 0.033 1.311  1.068
62 O -1.798 0.568 2.629  -0.361
63 C -1.016 -0.089 3.617  -0.751
64 H -0.966 -3.609 5.699  0.233
65 H -2.256 -3.352 4.516  0.326
66 H -1.532 -4.979 4.722  0.324
67 H -1.372 -4.890 2.479  0.576
68 H 0.328 -4.579 2.115  0.363
69 H -0.972 -3.398 0.447  0.334
70 H -0.184 -2.231 1.526  -0.437
71 H -2.343 -2.222 2.757  0.132
72 H -3.596 -0.899 1.284  0.394
73 H -2.560 -1.396 -0.047  0.365
74 H -1.978 0.835 0.633  -0.233
75 H -0.609 -0.158 1.073  -0.641
76 H -0.076 -0.480 3.217  0.318
77 H -1.598 -0.887 4.080  0.176
78 H -0.780 0.635 4.402  0.393
79 C 6.392 0.194 0.681  -0.700
80 O 5.221 0.858 1.140  -0.389
81 C 4.025 0.411 0.491  -0.900
82 C 3.142 -0.387 1.465  0.542
83 N 3.741 -1.685 1.792  -0.362
84 C 3.084 -2.369 2.910  -0.252
85 C 3.132 -1.677 4.289  -0.425
86 O 4.440 -1.610 4.860  -0.481
87 C 5.220 -0.507 4.419  -0.578
88 H 7.261 0.714 1.091  0.244
89 H 6.416 -0.839 1.034  0.295
90 H 6.458 0.219 -0.413  0.337
91 H 4.240 -0.164 -0.419  0.405
92 H 3.481 1.310 0.188  0.345
93 H 2.158 -0.546 1.009  -0.110
94 H 3.010 0.224 2.361  0.126
95 H 4.718 -1.550 2.029  0.096
96 H 3.573 -3.345 3.007  0.402
97 H 2.039 -2.568 2.644  -0.117
98 H 2.542 -2.294 4.978  0.323
99 H 2.653 -0.693 4.288  0.341
100 H 4.612 0.373 4.191  0.278
101 H 5.815 -0.798 3.551  0.198
102 H 5.920 -0.243 5.216  0.303

The multiplicity is 1. For the calculated total energy, the calculation gives -78019.4535 eV. The value obtained for the molar mass is 786.43 g mol⁻¹. As for the strongest force on any atom: 4.94 eV/A. For the highest occupied orbital energy, the calculation gives -3.399 eV. The value obtained for the orbital gap is 5.52 eV. The charge is -1.


Question: What is the charge in the first record?
Answer: 0